# C28H64B2FIN3O14P2

3 unconnected molecules or ions with the total composition C28H64B2FIN3O14P2 at a distorted geometry (wB97M-V/def2-TZVPD, the Open Molecules 2025 dataset).

Calculated values
LUMO energy (eV): -2.204
Total charge: +1
HOMO-LUMO gap (Eh): 0.3381
2S+1: 1
E (eV): -93955.76464

Geometry (Å):
C1 -4.38097 -0.93299 3.74556
C2 -3.89416 -0.97504 2.30902
O1 -2.47242 -1.24246 2.34808
B1 -1.78108 -0.99123 1.20484
O2 -1.72028 -1.97179 0.22883
C3 -0.99004 0.43605 1.06302
F1 -2.05556 1.37254 0.91406
C4 -0.12398 0.68691 -0.17837
C5 -0.75312 0.29578 -1.53220
C6 0.14155 -0.62604 -2.39081
C7 0.60683 -1.90667 -1.69962
I1 2.30924 -2.73615 -2.66128
C8 0.11389 2.21216 -0.27245
C9 1.10707 2.65859 -1.35972
C10 0.58947 3.81075 -2.22175
O3 -0.60174 3.45099 -2.90172
C11 0.47926 5.16277 -1.48875
N1 -0.85137 5.41912 -0.93365
N2 0.36969 2.89806 1.04867
C12 0.66576 2.07621 2.28254
B2 2.23014 1.60652 2.16007
O4 2.91333 1.09763 3.21702
N3 2.94956 1.67595 0.88567
C13 3.97876 2.72976 0.92928
C14 3.51875 0.38373 0.43897
C15 0.60604 3.02354 3.51808
C16 1.86979 3.89762 3.71247
C17 -0.63127 3.93930 3.63597
C18 -0.53385 5.31654 2.91965
C19 -0.27374 0.81974 2.39789
O5 -1.40176 1.21766 3.21359
C20 0.29857 -0.37473 3.16065
C21 1.11585 -1.38321 2.33758
C22 2.12051 -2.17403 3.06719
O6 0.87025 -2.73117 2.61506
H1 -3.92878 -1.79375 4.24404
H2 -5.45787 -1.07152 3.81089
H3 -4.02876 -0.05089 4.27717
H4 -4.37420 -1.84219 1.85745
H5 -4.14511 -0.05344 1.78392
H6 -2.43359 -1.86910 -0.40973
H7 0.86738 0.23583 -0.13669
H8 -0.93601 1.17053 -2.15797
H9 -1.72138 -0.19112 -1.44179
H10 -0.44512 -0.88371 -3.27387
H11 1.01116 -0.07664 -2.75791
H12 -0.17487 -2.65614 -1.78519
H13 0.77143 -1.79996 -0.63313
H14 -0.83418 2.58234 -0.65929
H15 2.00944 3.06436 -0.90037
H16 1.43695 1.82332 -1.97136
H17 1.37909 3.95983 -2.96660
H18 -0.55540 3.75158 -3.81097
H19 0.72918 5.94904 -2.20238
H20 1.29027 5.18609 -0.74281
H21 -1.29456 4.57171 -0.60422
H22 -0.77734 6.07129 -0.16331
H23 1.18457 3.49526 0.89731
H24 -0.39097 3.56219 1.20421
H25 2.47922 1.21305 4.06772
H26 4.69309 2.61242 1.74997
H27 4.54882 2.70399 -0.00010
H28 3.51545 3.72090 0.96548
H29 4.53742 0.52803 0.08471
H30 3.50746 -0.38990 1.20571
H31 2.95952 0.01649 -0.42836
H32 0.59723 2.36254 4.39012
H33 2.66306 3.38749 4.25239
H34 2.24916 4.34193 2.79068
H35 1.61754 4.73795 4.36015
H36 -0.75793 4.16232 4.69675
H37 -1.55889 3.46736 3.32786
H38 -1.48314 5.54125 2.43353
H39 0.20071 5.28589 2.10888
H40 -0.26187 6.12839 3.58651
H41 -1.19841 1.02786 4.13374
H42 -0.51933 -0.99598 3.52427
H43 0.89853 -0.09458 4.02504
H44 1.37146 -1.10494 1.31869
H45 2.18510 -2.08040 4.14342
H46 2.93534 -2.60645 2.50098
C23 5.98771 -7.62874 -3.60790
O7 6.63587 -6.36428 -3.36620
P1 6.39977 -5.17251 -4.39494
O8 7.24796 -5.32121 -5.58400
O9 6.87996 -3.99012 -3.42794
C24 8.22190 -4.00666 -2.94191
O10 5.00240 -4.50940 -4.71301
C25 4.52813 -4.51856 -6.07389
H47 6.17452 -8.25725 -2.74262
H48 4.91125 -7.50256 -3.72645
H49 6.40775 -8.09936 -4.49685
H50 8.90221 -4.42259 -3.68531
H51 8.28326 -4.58231 -2.01811
H52 8.50150 -2.97514 -2.74043
H53 4.53607 -5.51948 -6.49756
H54 5.14004 -3.85231 -6.67591
H55 3.50567 -4.15001 -6.04240
C26 -7.09706 0.02728 -2.82358
O11 -7.82814 -0.26818 -1.61831
P2 -7.44504 -1.57833 -0.75403
O12 -8.07918 -2.73520 -1.41136
O13 -8.25054 -1.03058 0.53385
C27 -9.61925 -0.64595 0.39877
O14 -6.31926 -2.11707 0.25927
C28 -5.78289 -3.43286 0.02591
H56 -7.43183 0.99916 -3.17413
H57 -6.02384 0.07381 -2.63602
H58 -7.30897 -0.72538 -3.58350
H59 -10.13039 -1.27407 -0.33109
H60 -9.69577 0.40123 0.10698
H61 -10.08202 -0.78058 1.37342
H62 -5.42200 -3.55312 -0.99332
H63 -6.54779 -4.17551 0.23490
H64 -4.95186 -3.55507 0.71869